[1]
Density functional theory data (wB97M-V/def2-TZVPD) for C46H50ClGeN13O4SV as an isolated structure.

As for the LUMO energy (spin up / spin down): 3.58 / 3.58 eV. The spin multiplicity is 4. As for the HOMO-LUMO gap (spin up / spin down): 0.1136 / 0.2296 Ha. Its total charge is -2. Its expectation value of S² is 4.081. The value obtained for the energy is -181637.273 eV.

Element x y z (Å)
Ge: 4.16068 0.30312 0.63836
V: 0.58110 0.46952 0.84971
Cl: 0.46841 1.11255 -7.89061
S: 0.45029 0.14245 3.51032
O: -1.51625 1.00742 0.94354
O: 0.34860 -1.51907 -1.74247
O: 0.30471 0.66502 -1.22312
O: -3.00646 2.68069 1.02321
N: 0.56257 2.59261 0.79193
N: 0.08954 -1.58550 0.98341
N: -4.78973 -1.89258 1.72073
N: -2.88027 4.19675 -1.56111
N: -8.24362 -4.28325 2.19450
N: -4.65138 5.39579 -0.55496
N: 0.66379 -2.17199 2.10701
N: -7.85159 -3.01301 2.36688
N: -7.01053 -2.72531 1.25576
N: 1.42384 -3.65404 3.52755
N: -2.61594 -2.19742 1.58868
N: -3.53871 6.37253 -2.39727
N: 1.25001 -2.41715 4.10397
C: -3.61400 -0.78945 -0.21078
C: 6.24850 3.12818 3.08360
C: 0.09120 -0.90637 -4.46086
C: 4.95661 1.94021 1.40739
C: -1.85277 2.22737 1.04783
C: 4.94589 -2.66759 3.53229
C: 4.96596 4.37062 1.47775
C: -0.62177 4.92631 -0.66018
C: 4.95151 -1.24575 1.56425
C: -6.94215 -6.36816 -0.59739
C: -6.11606 -5.41245 -1.17149
C: 6.20236 -3.32419 1.59214
C: -3.10035 -2.84887 2.70606
C: 5.78795 -2.16787 0.93615
C: 0.78960 -1.47841 3.26679
C: 1.02210 -4.48848 1.22357
C: 5.98801 0.99514 -3.16190
C: -6.03229 -4.10057 -0.61642
C: 0.41803 0.70569 -6.19045
C: 5.18777 0.24559 -4.01440
C: 0.32495 -0.31360 -2.02906
C: 5.81864 4.34617 2.57605
C: 0.11916 -0.59055 -5.81324
C: 5.78342 -3.57434 2.89178
C: 4.54163 3.17839 0.90499
C: 2.28947 0.27592 0.78465
C: -0.68583 3.20638 1.29531
C: -6.17306 -1.58520 1.34231
C: 0.63737 1.35364 -3.90414
C: 5.73773 0.99507 -1.79187
C: 1.03374 -3.47721 2.30560
C: -4.44508 -2.68331 2.79378
C: 4.53204 -1.51754 2.87158
C: 0.34493 0.06037 -3.50022
C: -7.72309 -6.10901 0.53882
C: -1.42647 4.13916 -1.70067
C: 3.89068 -0.50018 -2.12795
C: 5.82279 1.93726 2.49993
C: -6.80942 -3.84222 0.49670
C: 0.68233 1.68568 -5.25204
C: -0.92263 4.63980 0.81518
C: 4.69279 0.24361 -1.25441
C: 4.13636 -0.50233 -3.49574
C: -3.66009 -1.64782 1.00679
C: -7.65133 -4.80935 1.10664
C: -3.46133 5.45108 -1.31755
H: -0.93928 -1.76802 1.05313
H: -1.15645 3.07888 -1.67693
H: -5.38026 -3.35045 -1.05010
H: -8.34624 -6.87259 0.98814
H: -3.95964 0.22017 0.01754
H: 1.38517 3.04631 1.16530
H: 0.44273 4.75058 -0.86044
H: 6.09488 -4.47938 3.40029
H: 0.04444 -4.51978 0.74075
H: 0.60311 2.66366 -0.22283
H: 6.91485 3.10477 3.93850
H: 1.25305 -5.46284 1.64510
H: -0.12282 -1.91405 -4.12715
H: -2.92384 6.08187 -3.14780
H: 3.48867 -1.06501 -4.15869
H: -4.21891 -1.20278 -1.02198
H: 6.14442 5.27313 3.03295
H: -6.13513 -1.03949 0.39979
H: -0.79431 5.99204 -0.83076
H: 0.91928 2.69147 -5.57225
H: -4.49184 6.39145 -2.76623
H: 3.03278 -1.04012 -1.73498
H: -3.14832 3.54464 -0.83169
H: 3.84600 -0.82952 3.36051
H: 1.76773 -4.23306 0.46835
H: 6.16650 0.99067 2.90580
H: 0.48348 -1.91034 0.09649
H: -0.60657 3.21972 2.38480
H: 1.50204 -2.26198 5.06180
H: -6.61442 -0.94711 2.10426
H: -0.08560 -1.33788 -6.56844
H: -5.19067 -3.04979 3.48123
H: 5.37231 0.25557 -5.08233
H: -1.95855 4.89884 1.03839
H: 3.87868 3.20295 0.04350
H: -2.44621 -3.38901 3.37300
H: 6.79933 1.59060 -3.56541
H: 6.35970 1.59572 -1.13472
H: -6.97636 -7.35841 -1.04307
H: 0.84055 2.10110 -3.14858
H: -0.28861 5.30930 1.40738
H: 6.84532 -4.03452 1.08483
H: -5.52120 -5.66683 -2.04101
H: 4.60024 -2.87089 4.53984
H: 4.63012 5.31863 1.07285
H: -4.60625 4.63638 0.11611
H: 6.11365 -1.98412 -0.08338
H: -1.14331 4.50167 -2.69443
H: -4.79665 6.25659 -0.04546
H: -2.58243 -0.70868 -0.54513

Results of the Mulliken charge analysis, in e, for atoms 1 through 4:
1 Ge 2.408
2 V -0.969
3 Cl -0.263
4 S -0.719

[2]
Density functional theory data (wB97M-V/def2-TZVPD) for C5H10O2 as an isolated structure.

As for the LUMO energy: 1.06 eV. The spin multiplicity is 1. The value obtained for the relative energy (zero: lowest compared OMol25 entry of this formula, charge and spin) is 4.410 eV. As for the HOMO-LUMO gap: 0.3659 Ha. The value obtained for the energy is -9438.633 eV.

Element x y z (Å)
O: -0.99935 1.55117 0.55763
O: 0.96895 -1.36142 1.03345
C: -1.86602 0.91069 0.00881
C: 1.76395 -0.14973 0.78996
C: -2.16329 -0.53423 0.28717
C: 1.80414 -0.53166 -0.66697
C: 1.07363 -1.59307 -0.32374
H: 2.23504 -0.11997 -1.56638
H: -3.17376 -0.62496 0.70497
H: -2.15518 -1.09707 -0.65422
H: 0.60512 -2.46315 -0.77264
H: -1.42153 -0.94241 0.97765
H: 1.26417 2.57266 -1.24262
H: 1.17806 0.73320 1.05441
H: 2.70359 -0.20088 1.34684
H: -2.51090 1.39432 -0.75609
H: 0.69338 2.45652 -0.77823

Results of the Mulliken charge analysis, in e, for atoms 1 through 4:
1 O -0.446
2 O -0.414
3 C 0.145
4 C -0.104

[3]
Density functional theory data (wB97M-V/def2-TZVPD) for C25H46O3P2SSm as an isolated structure in a non-equilibrium geometry.

As for the LUMO energy (spin up / spin down): -4.29 / -3.55 eV. The spin multiplicity is 6. The value obtained for the relative energy (zero: lowest compared OMol25 entry of this formula, charge and spin) is 0.000 eV. As for the HOMO-LUMO gap (spin up / spin down): 0.1848 / 0.2119 Ha. Its total charge is +1. Its expectation value of S² is 8.774. The value obtained for the energy is -80123.870 eV.

Element x y z (Å)
Sm: 0.46077 -1.90326 2.57155
S: 3.78599 -0.52308 3.44489
P: 0.41062 1.29146 -4.64202
P: -1.46465 -0.24374 -6.38186
O: 3.75091 0.91366 3.27078
O: 4.65261 -1.31698 2.60249
O: 2.33924 -1.07494 3.35110
C: -1.94040 -2.04148 3.21496
C: 4.17828 -0.85428 5.15969
C: -1.42798 -0.95112 3.96818
C: -1.16018 2.62838 0.78227
C: -0.88652 0.26510 -0.15276
C: 0.38676 0.39169 -0.94551
C: 2.25391 1.24663 -4.57989
C: 0.30727 1.93042 -6.41111
C: -0.23652 -2.83343 4.59660
C: 0.06741 2.92975 -3.84886
C: -1.71558 -1.41542 -7.77644
C: -1.53331 1.20551 0.55152
C: -3.06897 -1.94430 2.24261
C: 1.01059 -3.56449 4.89369
C: -0.98817 -4.35990 2.66193
C: 1.36442 1.54296 -0.58499
C: -1.19812 -3.21724 3.58246
C: -2.09515 0.36664 4.14372
C: -0.39575 -1.42374 4.83478
C: -2.92254 0.82240 -6.75472
C: -0.20374 2.82213 1.98497
C: 0.26087 -0.59277 5.87348
C: 1.77127 1.62306 0.85502
C: -0.24475 0.84721 -7.33202
C: 1.14212 2.17340 1.90262
H: 2.59276 1.07334 -3.55104
H: -1.64818 -4.28783 1.78244
H: -0.81611 -2.02943 -7.91056
H: 2.73141 1.11787 1.06801
H: -1.38270 -0.71532 -0.27590
H: -2.39432 0.80147 3.18114
H: 1.70079 -3.65403 4.01449
H: -1.92922 -0.86974 -8.70496
H: -0.06107 -0.88872 6.88129
H: -0.00768 0.45885 5.75156
H: -4.02270 -2.32624 2.64612
H: 4.11188 -1.92472 5.35919
H: 1.31666 2.22696 -6.72912
H: -3.23393 -0.90039 1.96657
H: 0.55055 0.19294 -7.72592
H: -2.91292 1.10191 -7.81598
H: -2.46412 0.90644 1.04589
H: -3.82610 0.23785 -6.54705
H: 0.08183 -4.44802 2.32720
H: 2.31309 1.34560 -1.13484
H: -0.75008 3.11438 -0.10691
H: -2.99698 0.28488 4.78517
H: -2.91781 1.72581 -6.13399
H: 0.78063 -4.58181 5.22620
H: 0.96975 -0.55046 -0.90019
H: 2.65746 2.19267 -4.96461
H: 1.68776 2.15648 2.85919
H: 2.59659 0.42083 -5.21785
H: 0.99552 2.51870 -0.92686
H: -2.09812 3.15007 1.04301
H: 0.20952 2.86058 -2.76199
H: 1.55614 -3.06956 5.70358
H: -2.56720 -2.06012 -7.52989
H: -0.33050 2.82972 -6.41208
H: -1.22060 -5.30576 3.16498
H: -1.41858 1.09260 4.60859
H: 0.09297 0.47925 -2.01607
H: 0.73174 3.69753 -4.27199
H: -2.85814 -2.49227 1.31774
H: 1.35131 -0.65027 5.82574
H: -0.04289 3.89843 2.18430
H: -0.77425 1.29207 -8.18764
H: -0.97964 3.19872 -4.05282
H: 5.19777 -0.50691 5.36294
H: -0.71798 2.44876 2.89216
H: 3.48499 -0.30335 5.80164

Results of the Mulliken charge analysis, in e, for atoms 1 through 4:
1 Sm 0.924
2 S 1.102
3 P 0.539
4 P 0.161

[4]
Density functional theory data (wB97M-V/def2-TZVPD) for C3H4O3 as an isolated structure in a non-equilibrium geometry.

As for the LUMO energy: 0.51 eV. The spin multiplicity is 1. The value obtained for the relative energy (zero: lowest compared OMol25 entry of this formula, charge and spin) is 3.109 eV. As for the HOMO-LUMO gap: 0.4039 Ha. The value obtained for the energy is -9315.592 eV.

Element x y z (Å)
O: -0.41599 0.48216 -2.24280
O: -0.09325 1.52996 0.99623
O: 0.29142 -1.12229 -0.92820
C: -0.47464 0.42308 0.32595
C: 0.43145 -0.85425 0.50463
C: -0.40393 -0.01362 -1.15303
H: -1.60455 0.07637 0.55415
H: 0.67105 1.72411 0.26113
H: 1.63796 -0.71993 0.54557
H: -0.03952 -1.52559 1.13636

Results of the Mulliken charge analysis, in e, for atoms 1 through 4:
1 O -0.543
2 O -0.494
3 O -0.304
4 C -0.031

[5]
Density functional theory data (wB97M-V/def2-TZVPD) for C19H28NO4Pb as an isolated structure in a non-equilibrium geometry.

As for the LUMO energy (spin up / spin down): 2.20 / 1.65 eV. The spin multiplicity is 1. The value obtained for the relative energy (zero: lowest compared OMol25 entry of this formula, charge and spin) is 3.015 eV. As for the HOMO-LUMO gap (spin up / spin down): 0.1942 / 0.1662 Ha. Its total charge is -1. The value obtained for the energy is -35078.144 eV.

Element x y z (Å)
Pb: -2.65005 0.30993 1.25180
O: -2.46336 1.38249 -1.79143
O: -5.71342 2.27551 -1.19460
O: -1.24332 -1.34926 2.13085
O: -3.37800 -1.51908 2.45410
N: -2.21056 -2.00981 2.67777
C: 1.11074 -1.56922 -0.91764
C: 1.52642 0.55325 1.38803
C: -2.14199 2.67401 -2.40998
C: 0.09253 -2.26553 -0.22668
C: -1.14392 -2.02345 -0.88105
C: 1.01495 2.61600 0.50855
C: -3.27464 2.48428 -3.45703
C: 0.54522 -1.00597 -2.08652
C: -7.67729 3.64109 -1.71184
C: -8.11026 2.49678 -0.75658
C: 0.46322 1.10989 2.16604
C: -0.77737 2.56553 -3.03994
C: 0.17019 2.39970 1.64179
C: -3.55638 1.18197 -2.72417
C: -6.79006 1.82393 -0.34478
C: 1.87474 1.48402 0.36417
C: -0.85542 -1.27386 -2.04562
C: -6.14911 3.54385 -1.79065
C: -2.29962 3.80469 -1.41701
H: -2.11958 -2.36634 -0.52993
H: -8.63425 2.90682 0.11217
H: 1.95398 -0.43411 1.55723
H: -8.06527 3.47699 -2.72634
H: -4.05944 3.22879 -3.38997
H: -0.53018 3.50077 -3.51993
H: 0.21651 -2.88998 0.64559
H: -3.43254 0.23164 -3.25965
H: -6.87996 0.73528 -0.33821
H: -5.78920 3.64422 -2.82972
H: 1.04436 3.52098 -0.10556
H: 0.01613 0.63577 3.04748
H: 2.65795 1.35774 -0.38810
H: -0.80347 1.75456 -3.75773
H: -7.96084 4.64195 -1.36118
H: -1.63949 3.68000 -0.56291
H: -2.06464 4.75644 -1.89953
H: -0.01665 2.29776 -2.31999
H: -5.64491 4.33084 -1.20317
H: 2.12921 -1.43854 -0.57776
H: 1.07429 -0.48282 -2.88517
H: -8.79083 1.81987 -1.28556
H: -6.51156 2.15508 0.65949
H: -0.56065 3.10645 2.05998
H: -4.51997 1.19111 -2.20953
H: -3.30632 3.84361 -0.98614
H: -2.91154 2.31133 -4.46898
H: -1.57391 -0.99747 -2.79688

Results of the Mulliken charge analysis, in e, for atoms 1 through 4:
1 Pb 0.760
2 O -0.398
3 O -0.372
4 O -0.364

[6]
Density functional theory data (wB97M-V/def2-TZVPD) for an isolated ion of composition C14H28ClFN5 and charge +1 in a non-equilibrium geometry.

As for the LUMO energy: -3.28 eV. The spin multiplicity is 1. As for the HOMO-LUMO gap: 0.3249 Ha. Its total charge is +1. The value obtained for the energy is -37647.155 eV.

Element x y z (Å)
Cl: -3.88067 3.72622 1.26713
F: 3.73660 1.53227 -0.42751
N: 0.24670 -1.16281 1.18355
N: -1.60061 0.32172 0.05870
N: 0.57251 0.10359 -0.95891
N: -0.27542 0.93964 -1.72344
N: -1.37315 -3.65240 1.01942
C: 1.55631 -1.86362 1.35206
C: 1.91465 -0.01258 -1.54255
C: -0.21461 -0.34126 0.21012
C: -2.90636 2.10376 -1.79288
C: 1.86369 -3.03866 0.19878
C: -0.80724 -1.38876 2.29659
C: -4.81701 3.37536 -0.29806
C: 2.39992 0.49173 2.47869
C: -1.68139 1.18005 -1.21147
C: 2.85385 -0.91016 1.68535
C: -4.30362 1.92741 -0.89604
C: 3.42488 1.75442 -2.91017
C: 2.66153 1.48145 -1.44702
C: -1.97909 -2.43682 1.73570
H: -2.68463 -1.92586 0.92538
H: -5.99807 3.42586 -0.16305
H: 0.12889 1.35409 -2.61497
H: 1.79363 -0.19297 -2.71756
H: -1.26706 -4.42930 1.73064
H: -4.14475 1.15002 -0.02486
H: 1.34897 0.38201 3.01426
H: -0.33470 -1.77585 3.29622
H: 1.90538 -4.12097 0.66000
H: -2.69063 -2.82572 2.58360
H: 2.91881 -2.85038 -0.32623
H: 2.48822 1.44510 1.80560
H: 3.57563 -0.71324 0.78871
H: -2.66662 3.24923 -1.87447
H: 2.66100 -0.80600 -1.16876
H: 1.45586 -2.54058 2.33594
H: -1.35742 -0.36906 2.58573
H: -4.54110 4.18928 -1.12401
H: -3.13013 1.71455 -2.89365
H: 3.51991 -1.48261 2.49664
H: 1.90561 2.35804 -1.27157
H: 0.98866 -3.02949 -0.60365
H: 3.17802 0.65426 3.37001
H: 4.46270 1.18258 -2.96410
H: 3.62517 2.91653 -3.09130
H: -5.18896 1.50891 -1.56548
H: 2.79305 1.39422 -3.82835
H: -2.13689 -3.99320 0.36121

Results of the Mulliken charge analysis, in e, for atoms 1 through 4:
1 Cl -0.182
2 F -0.328
3 N 0.590
4 N -0.277

| no. | molar mass (g mol⁻¹) |
| --- | --- |
| 1 | 1040.07 |
| 2 | 102.13 |
| 3 | 639.02 |
| 4 | 88.06 |
| 5 | 541.64 |
| 6 | 320.86 |